Molecular formula: C46H98N2O16
Method: DFT, ωB97M-V/def2-TZVPD

```
! wB97M-V def2-TZVPD RIJCOSX def2/J DEFGRID3
* xyz 0 1
H 12.848 24.142 15.250
H 12.565 16.670 9.629
O 15.238 18.625 17.106
H 15.180 11.269 14.238
H 16.499 18.930 14.268
N 16.263 22.232 10.603
H 11.455 12.600 19.637
O 14.559 15.331 10.728
O 12.920 12.791 17.708
H 9.304 10.852 10.293
C 15.072 15.710 13.039
C 11.909 10.218 10.591
C 17.692 13.625 16.604
H 20.178 18.766 13.816
H 9.458 15.675 14.405
C 16.828 19.084 15.312
H 10.834 12.745 10.956
O 16.651 16.980 16.343
H 15.733 20.767 8.270
H 18.500 14.295 14.821
H 18.033 18.257 8.912
O 13.691 11.373 16.154
H 15.702 18.505 19.557
C 9.949 16.723 14.482
H 18.906 12.654 15.220
H 10.934 10.134 8.673
H 15.124 25.428 11.367
H 16.655 21.371 12.519
C 17.149 21.897 11.723
C 15.461 20.957 10.377
H 14.376 19.884 8.857
C 15.588 17.481 19.188
C 9.901 12.564 11.453
C 14.959 11.105 13.157
H 15.380 16.475 13.764
H 16.521 17.085 18.922
H 16.523 12.039 20.188
H 18.052 15.336 11.682
H 12.130 11.301 10.397
O 10.643 16.660 12.203
C 12.427 12.099 19.929
H 11.394 15.422 10.435
H 14.526 22.894 11.507
H 13.787 13.551 14.793
C 19.247 17.506 12.480
H 14.676 17.820 10.317
H 12.810 9.758 11.086
H 19.843 15.392 9.205
H 10.003 13.013 12.451
H 16.241 13.828 18.433
C 18.727 15.772 10.926
O 19.690 16.630 11.550
H 14.689 9.464 11.775
H 12.133 9.937 13.255
H 10.271 18.464 13.305
H 16.652 20.103 15.692
H 14.318 21.698 8.561
H 15.939 15.052 12.924
H 12.061 13.322 14.772
H 15.522 18.014 8.439
O 18.136 13.865 17.891
H 14.815 16.671 17.472
H 17.513 22.830 12.148
C 18.064 12.407 11.720
H 18.817 11.746 11.174
C 11.234 10.476 13.033
H 12.211 18.498 14.635
H 9.285 10.700 13.867
H 17.881 18.796 15.295
H 19.229 17.512 7.699
H 14.730 20.912 11.211
H 15.146 16.928 20.043
C 17.263 12.176 19.395
C 13.268 12.485 16.455
C 12.436 19.533 14.949
C 13.780 23.618 15.267
C 20.451 18.280 12.932
O 17.490 15.724 7.306
H 14.806 23.408 9.869
C 19.377 14.821 10.017
H 21.241 17.485 13.175
H 12.889 10.749 18.208
H 18.130 18.850 7.173
C 10.148 10.102 14.038
H 18.972 21.467 10.514
C 14.722 17.628 17.965
H 13.962 11.494 12.898
H 20.957 18.822 12.087
H 13.368 19.601 15.469
H 15.957 9.337 12.889
H 11.520 11.551 13.185
H 8.876 17.610 12.829
H 17.462 12.920 10.894
C 14.970 9.614 12.820
C 17.230 11.651 12.682
H 17.020 11.500 18.543
C 18.805 13.666 15.680
H 10.963 16.413 14.748
C 9.895 17.475 13.157
C 14.737 16.176 11.601
H 18.646 14.130 9.558
N 10.796 10.168 11.623
H 18.261 19.963 11.151
H 10.472 10.295 15.044
H 14.297 11.571 18.821
H 8.771 10.763 11.974
O 17.696 10.913 13.519
H 14.245 15.178 13.412
H 11.622 20.534 13.072
C 14.609 17.620 11.371
H 18.594 13.071 12.394
H 12.755 14.452 15.974
H 13.032 12.863 20.436
C 12.520 20.461 13.675
H 19.164 20.989 12.221
H 15.299 17.269 6.812
H 16.727 24.934 10.613
H 19.690 14.158 16.054
C 17.204 13.615 18.863
H 18.134 16.419 10.343
H 10.862 16.635 9.132
C 16.152 18.093 16.254
C 18.431 21.034 11.386
C 14.893 20.879 8.987
C 17.205 16.845 7.619
H 9.237 13.214 10.892
C 9.644 11.038 11.309
C 15.323 23.310 10.856
C 15.915 24.620 11.265
H 16.212 20.086 10.452
H 13.667 17.810 18.148
O 15.911 11.847 12.368
C 15.780 17.186 7.785
H 14.478 24.172 14.712
H 12.500 9.339 8.726
H 18.272 12.039 19.805
C 11.521 9.533 9.297
H 13.351 20.159 13.040
C 13.236 11.743 18.670
H 9.908 9.017 13.912
H 9.343 17.319 15.181
O 18.116 17.528 12.917
H 12.270 11.284 20.587
H 14.319 9.106 13.598
H 11.565 19.844 15.560
C 11.148 17.408 11.104
C 11.548 16.434 10.006
C 18.234 17.931 7.836
H 10.971 8.588 9.332
H 17.349 14.372 19.634
H 15.331 16.269 8.183
O 14.794 21.595 14.670
H 14.179 23.499 16.298
C 13.758 22.202 14.681
H 13.620 17.875 11.695
O 12.594 21.790 14.228
O 16.535 13.380 16.350
C 12.911 13.516 15.419
H 20.129 14.277 10.627
O 11.260 18.581 11.029
H 15.370 18.165 11.867
H 16.374 24.545 12.256
*
```

Summary:
highest occupied orbital energy = -0.3015 hartree